[1]
Here is a cluster of 10 separate species, C51H130N10O13 in total at a distorted geometry from OMol25. Energies are from wB97M-V/def2-TZVPD.

Properties
HOMO	-8.023	eV
SMILES	CC1(C)CCCC(C)(C)N1O.COC[C@H](C)N.COC[C@H](C)N.COC[C@H](C)N.COC[C@H](C)N.COC[C@H](C)N.COC[C@H](C)N.COCCNCCOC.COCCNCCOC.COCCNCCOC
E_LUMO	0.54	eV
E	-3546.36344	Eh
charge	0
Kohn-Sham gap	8.56	eV

Structure (XYZ):
```
204
C51H130N10O13, DFT wB97M-V/def2-TZVPD
C -11.5190 25.5430 -22.3549
C -11.7031 25.1866 -23.8382
C -10.4868 25.5688 -24.6695
C -11.8381 23.6218 -24.0409
C -13.2536 23.0752 -23.7045
C -14.2764 23.8417 -24.4769
C -14.2451 25.3942 -24.2776
C -15.1112 26.0311 -25.4229
C -14.9196 25.6330 -22.8927
N -12.8948 25.9005 -24.4272
O -12.7757 27.3188 -24.5370
H -11.7180 26.6094 -22.2481
H -12.2393 25.0202 -21.7256
H -10.4876 25.3576 -22.0552
H -10.1631 26.6091 -24.7016
H -9.6836 24.8423 -24.5469
H -10.6534 25.4447 -25.7395
H -11.5096 23.4592 -25.0674
H -11.0483 23.1804 -23.4330
H -13.3086 22.0369 -24.0316
H -13.4336 23.1528 -22.6323
H -15.2801 23.4674 -24.2755
H -14.2252 23.6185 -25.5426
H -15.1680 27.1195 -25.4371
H -16.1402 25.6825 -25.5113
H -14.6414 25.8922 -26.3966
H -14.6208 26.5719 -22.4268
H -14.9066 24.8691 -22.1153
H -15.9809 25.7614 -23.1056
H -12.3643 27.4181 -25.3987
C -10.4852 20.3182 -22.8337
O -10.1482 19.3661 -21.8114
C -9.0409 18.4627 -22.1183
C -8.7421 17.4961 -20.9355
C -8.4864 18.2938 -19.6229
N -7.6228 16.6588 -21.3000
H -10.5601 19.9029 -23.8387
H -9.6662 20.9994 -23.0645
H -11.4013 20.8668 -22.6146
H -9.3151 17.7939 -22.9342
H -8.1356 19.0305 -22.3330
H -9.5842 16.8350 -20.7308
H -7.6601 18.9908 -19.7626
H -8.3323 17.6084 -18.7894
H -9.3396 18.8638 -19.2553
H -7.3652 16.1161 -20.4880
H -6.8609 17.2938 -21.4911
C -8.9482 29.1476 -17.4574
O -9.6065 29.3007 -16.1072
C -10.6882 28.3247 -16.1296
C -11.5732 28.4204 -14.9649
C -12.4642 27.1985 -14.6783
N -12.4298 29.6185 -15.0680
H -8.5915 28.1212 -17.5430
H -8.0632 29.7719 -17.5808
H -9.5956 29.2675 -18.3261
H -11.2411 28.4707 -17.0575
H -10.2019 27.3519 -16.2022
H -10.8822 28.6234 -14.1467
H -13.1132 27.3268 -13.8120
H -11.7637 26.4233 -14.3680
H -13.0135 26.8072 -15.5346
H -11.7804 30.3666 -15.2652
H -12.9287 29.5230 -15.9409
C -11.8638 20.4539 -17.2978
O -12.9045 21.0473 -18.0321
C -13.8708 21.5375 -17.1187
C -14.8148 20.4314 -16.5543
C -15.6335 19.6516 -17.5875
N -15.8379 20.9033 -15.6225
H -12.1864 19.4994 -16.8820
H -11.3800 21.0601 -16.5319
H -11.0571 20.0893 -17.9338
H -13.4776 22.1269 -16.2904
H -14.5224 22.1385 -17.7530
H -14.2114 19.7410 -15.9649
H -14.9515 19.2812 -18.3529
H -16.4494 20.2704 -17.9610
H -16.0240 18.7337 -17.1480
H -16.7473 21.0922 -16.0192
H -15.9995 20.1404 -14.9806
C -6.4686 26.3930 -18.5364
O -5.2969 26.3328 -19.3909
C -5.2624 25.2184 -20.2035
C -4.0819 24.9681 -21.1597
C -4.0467 25.9604 -22.3781
N -4.0400 23.6353 -21.6949
H -7.4028 26.5187 -19.0837
H -6.5922 27.2081 -17.8233
H -6.5091 25.4746 -17.9507
H -5.3569 24.3319 -19.5765
H -6.1923 25.2939 -20.7672
H -3.2260 25.1546 -20.5110
H -2.9837 25.9386 -22.6180
H -4.3290 26.9864 -22.1419
H -4.7542 25.6404 -23.1430
H -3.7486 23.0422 -20.9311
H -3.1927 23.5715 -22.2409
C -8.2891 22.9660 -20.9454
O -8.5249 23.9532 -19.8842
C -9.6676 23.6018 -19.1967
C -9.9313 24.7843 -18.2835
C -10.6661 24.2692 -17.0369
N -10.5790 25.9635 -18.8000
H -7.4635 23.2791 -21.5845
H -9.1822 22.7539 -21.5332
H -8.0057 22.0277 -20.4687
H -10.5327 23.3977 -19.8277
H -9.4399 22.7105 -18.6120
H -8.9823 25.1343 -17.8773
H -11.5827 23.7412 -17.2997
H -10.9381 24.9825 -16.2588
H -10.1242 23.4375 -16.5867
H -11.5510 25.7198 -18.9267
H -10.3088 25.9918 -19.7728
C -7.0631 22.3472 -27.3008
O -7.2943 23.0728 -26.1027
C -6.2153 23.0802 -25.2022
C -5.7574 21.6234 -24.7960
C -6.9549 20.8242 -24.1888
N -4.8223 21.6732 -23.7180
H -7.9476 22.4890 -27.9218
H -7.0092 21.2598 -27.2469
H -6.1749 22.6824 -27.8363
H -5.3447 23.5506 -25.6591
H -6.4427 23.5730 -24.2569
H -5.2642 21.1198 -25.6274
H -6.6749 19.7775 -24.3082
H -7.8835 20.9162 -24.7521
H -7.2273 21.0280 -23.1533
H -5.0309 22.2444 -22.9116
H -3.9109 22.0304 -23.9669
C -5.6619 19.6960 -17.2235
O -4.5480 20.0685 -17.9703
C -4.8237 20.2257 -19.3038
C -3.5056 20.5697 -20.0005
N -3.0399 21.9478 -19.5488
C -1.6762 22.3254 -19.8899
C -0.6283 21.3978 -19.1627
O -0.8302 21.3932 -17.7609
C -0.3043 20.4101 -17.0214
H -6.1571 18.7526 -17.4532
H -6.3635 20.5301 -17.2336
H -5.3062 19.6822 -16.1932
H -5.5900 20.9558 -19.5642
H -5.2112 19.2938 -19.7155
H -3.6238 20.5093 -21.0824
H -2.8122 19.7880 -19.6904
H -3.0945 21.8258 -18.5477
H -1.4532 23.3736 -19.6905
H -1.4859 22.2398 -20.9598
H 0.3799 21.7407 -19.3952
H -0.7081 20.4214 -19.6407
H -0.6764 19.4702 -17.4294
H -0.4933 20.6278 -15.9702
H 0.7809 20.3354 -17.0912
C -6.6326 34.5799 -18.4938
O -6.6603 33.3643 -19.2818
C -6.3018 32.1738 -18.6090
C -6.1874 31.0466 -19.5611
N -7.4784 30.4829 -19.8335
C -7.3253 29.3280 -20.7850
C -8.7183 28.8974 -21.2902
O -9.5571 29.9423 -21.8466
C -10.8686 29.4475 -22.1909
H -6.5871 35.4465 -19.1533
H -5.7900 34.7039 -17.8135
H -7.5334 34.6480 -17.8839
H -7.0809 31.9268 -17.8880
H -5.3761 32.3203 -18.0525
H -5.4427 30.3798 -19.1264
H -5.6128 31.3118 -20.4486
H -8.1468 31.0598 -20.3239
H -6.9397 28.4576 -20.2542
H -6.6462 29.4472 -21.6292
H -9.0729 28.4265 -20.3733
H -8.6229 28.1505 -22.0783
H -11.3920 28.8408 -21.4520
H -10.8522 28.7187 -23.0013
H -11.5148 30.2602 -22.5228
C -14.4498 24.7374 -19.4813
O -13.6820 25.9045 -19.5683
C -13.9566 26.7680 -18.4642
C -13.4315 28.1876 -18.8630
N -13.9023 29.2422 -17.9348
C -13.3263 30.5223 -18.4476
C -13.7263 31.7320 -17.6557
O -15.0817 31.9901 -17.9992
C -15.6898 33.0362 -17.2479
H -14.1560 23.9330 -20.1556
H -15.4065 25.1097 -19.8478
H -14.5160 24.2548 -18.5062
H -13.3061 26.4242 -17.6600
H -14.9727 26.8478 -18.0776
H -13.8797 28.3286 -19.8466
H -12.3490 28.1416 -18.9818
H -14.9093 29.3194 -17.9431
H -13.5448 30.7264 -19.4958
H -12.2648 30.3762 -18.2474
H -13.1610 32.6131 -17.9594
H -13.5740 31.5832 -16.5867
H -15.5835 32.7106 -16.2131
H -16.7432 33.1176 -17.5159
H -15.1646 33.9830 -17.3736
```

[2]
Here is a cluster of 2 separate species, C3H7O3 in total at a distorted geometry from OMol25. Energies are from wB97M-V/def2-TZVPD.

Properties
HOMO	-4.373	eV
E_LUMO	4.27	eV
E	-344.27933	Eh
charge	-1
relative energy (zero: lowest compared OMol25 entry of this formula, charge and spin)	81.1	kJ/mol
Kohn-Sham gap	8.64	eV

Structure (XYZ):
```
13
C3H7O3, DFT wB97M-V/def2-TZVPD
O -1.1028 -1.5712 1.1327
C -1.5558 -0.4228 1.0362
O -0.9717 0.6824 1.1428
H -2.6527 -0.3710 0.7886
H -0.4977 1.0169 -0.6905
C 1.0466 -0.0560 -1.2358
O 0.0234 0.8685 -1.5073
C 2.0449 0.3843 -0.1728
H 0.6201 -1.0253 -0.9796
H 1.6233 -0.2349 -2.1241
H 2.7991 -0.4309 -0.1992
H 2.6047 1.2817 -0.3773
H 1.5969 0.2366 0.8070
```

[3]
Here is a structure of composition C40H44ClF4InN8OSi2 from OMol25. Energies are from wB97M-V/def2-TZVPD.

Properties
HOMO	-13.107	eV
E_LUMO	-6.62	eV
E	-3692.11928	Eh
charge	+2
relative energy (zero: lowest compared OMol25 entry of this formula, charge and spin)	91.7	kJ/mol
Kohn-Sham gap	6.49	eV

Structure (XYZ):
```
101
C40H44ClF4InN8OSi2, DFT wB97M-V/def2-TZVPD
In 2.3399 0.1506 -0.5806
C 5.6612 -3.3812 0.6992
Si 4.0336 -2.5156 0.4367
C 2.9521 -3.4986 -0.7342
C 3.1949 -2.2902 2.1002
C 4.3047 -0.7667 -0.2854
C 4.5892 0.2547 0.7773
C 5.7954 0.3775 1.4610
C 5.9202 1.3648 2.4223
C 4.8537 2.2202 2.6876
C 3.6875 2.0500 1.9780
N 3.5599 1.0836 1.0574
Si 5.2566 -0.4910 -1.9297
C 7.0376 -1.0086 -1.7436
C 5.1851 1.3438 -2.2883
C 4.4167 -1.4874 -3.2675
H 5.4921 -4.3568 1.1619
H 6.3176 -2.8192 1.3668
H 6.1920 -3.5559 -0.2369
H 2.5802 -4.3950 -0.2324
H 3.5058 -3.8260 -1.6148
H 2.0805 -2.9399 -1.0928
H 2.9104 -3.2618 2.5107
H 2.2895 -1.6788 2.0571
H 3.8750 -1.8207 2.8148
H 6.6157 -0.2887 1.2343
H 6.8504 1.4777 2.9637
H 4.9336 3.0055 3.4248
H 2.8310 2.6964 2.1209
H 7.5420 -0.4614 -0.9449
H 7.5822 -0.7918 -2.6659
H 7.1444 -2.0758 -1.5496
H 5.7427 1.9118 -1.5392
H 4.1754 1.7630 -2.3333
H 5.6479 1.5454 -3.2573
H 4.6351 -2.5521 -3.1685
H 4.7947 -1.1716 -4.2428
H 3.3291 -1.3699 -3.2925
F -2.3272 2.8664 -4.7264
C -1.9267 1.6474 -4.3987
C -2.8206 0.6071 -4.5443
F -4.0605 0.8756 -4.9264
C -2.5049 -0.6952 -4.1531
C -1.2023 -0.9141 -3.7118
C -0.3164 0.1174 -3.5627
F 0.9384 -0.2053 -3.1439
C -0.6738 1.4677 -3.7807
C 0.1351 2.5605 -3.3078
C 0.9619 2.2881 -2.2445
N 1.6099 1.9905 -1.3178
C -0.0369 3.9259 -3.6746
N -0.1797 5.0362 -3.9368
F -0.8445 -2.1440 -3.3188
C -3.5594 -1.6373 -3.6217
C -3.6666 -1.2348 -2.3933
N -3.5811 -0.6018 -1.3125
C -4.1494 -2.7723 -4.2450
N -4.6125 -3.6958 -4.7443
C -2.9189 1.8664 1.7375
C -3.0492 1.3194 3.1666
C -1.7840 1.6741 3.9622
C -4.2088 2.0722 3.8361
C -3.3009 -0.2234 3.2369
O -3.3760 -0.5922 4.6217
C -4.6309 -0.7817 2.6444
C -4.9109 -1.0997 1.1652
C -5.2603 0.0853 0.2997
C -6.2447 1.0023 0.6638
C -6.4465 2.1727 -0.0475
C -5.6457 2.4688 -1.1452
Cl -5.8544 3.9420 -2.0030
C -4.6832 1.5658 -1.5650
C -4.5596 0.3853 -0.8557
C -2.0615 -1.1056 2.9050
N -1.2534 -0.9633 1.6714
C -0.1482 -0.2505 1.4986
N 0.4512 -0.6140 0.3665
C -0.3761 -1.5684 -0.1453
N -1.4145 -1.8040 0.6175
H -2.4507 2.8520 1.7722
H -3.8883 1.9935 1.2624
H -2.3027 1.2440 1.0825
H -1.7506 2.7523 4.1202
H -0.8602 1.4120 3.4450
H -1.7760 1.1905 4.9373
H -4.0344 3.1450 3.7451
H -4.2803 1.8550 4.9028
H -5.1708 1.8689 3.3653
H -4.2257 -0.3181 4.9850
H -5.4319 -0.1446 3.0225
H -4.7492 -1.7322 3.1690
H -5.7525 -1.7965 1.1603
H -4.0746 -1.6621 0.7484
H -6.8528 0.8107 1.5394
H -7.2125 2.8739 0.2546
H -4.0779 1.7754 -2.4367
H -2.7774 -0.8119 -0.7108
H -2.3879 -2.1434 2.9185
H -1.3536 -0.9808 3.7208
H 0.2393 0.4518 2.2164
H -0.1910 -2.1090 -1.0604
```

[4]
Here is the molecule C3H5N3 at a distorted geometry from OMol25. Energies are from wB97M-V/def2-TZVPD.

Properties
HOMO	-9.761	eV
SMILES	[H]/N=C(\C#N)NC
E_LUMO	0.71	eV
E	-281.55850	Eh
charge	0
relative energy (zero: lowest compared OMol25 entry of this formula, charge and spin)	82.8	kJ/mol
Kohn-Sham gap	10.47	eV

Structure (XYZ):
```
11
C3H5N3, DFT wB97M-V/def2-TZVPD
H -1.2898 -1.6994 1.3509
N -0.7570 -1.4009 0.5386
C -0.6386 -0.1325 0.4992
C -1.1416 0.7652 1.5433
N -1.4502 1.4683 2.4084
N 0.0232 0.5314 -0.4974
C 1.0838 -0.1347 -1.2270
H 0.1162 1.5274 -0.3782
H 2.0194 -0.1251 -0.6535
H 1.2413 0.3694 -2.1811
H 0.7933 -1.1692 -1.4031
```